No. 1
{
  "formula": "C18H27CrN2O5P2S",
  "method": "ωB97M-V/def2-TZVPD",
  "elements": ["Cr", "P", "C", "C", "N", "C", "C", "C", "C", "C", "P", "H", "H", "H", "H", "H", "H", "H", "H", "O", "H", "H", "O", "H", "C", "H", "H", "H", "C", "H", "H", "H", "C", "H", "H", "H", "C", "H", "H", "H", "O", "C", "N", "S", "O", "O", "C", "C", "C", "C", "C", "C", "H", "H", "H", "H"],
  "coordinates": [[0.02, -0.54, -0.32], [2.14, -1.38, -0.38], [2.19, -2.20, -1.93], [1.00, -2.25, -2.70], [-0.15, -1.74, -2.11], [-1.31, -1.83, -2.76], [-1.46, -2.57, -3.93], [-0.33, -3.09, -4.55], [0.90, -2.86, -3.99], [-2.51, -1.09, -2.20], [-2.01, 0.36, -1.17], [1.81, -3.24, -4.45], [-2.45, -2.69, -4.34], [-0.42, -3.67, -5.46], [-3.15, -0.70, -3.01], [-3.12, -1.75, -1.56], [3.68, 2.32, -3.51], [3.09, -2.71, -2.28], [-0.47, 5.70, -1.15], [3.04, 3.06, -3.54], [2.47, 2.82, -4.30], [0.62, 0.43, -1.23], [-0.63, 5.20, -0.35], [-0.07, 4.41, -0.49], [-2.20, 1.76, -2.33], [-3.25, 1.84, -2.65], [-1.91, 2.69, -1.82], [-1.56, 1.60, -3.21], [-3.40, 0.68, -0.03], [-3.11, 1.54, 0.60], [-4.32, 0.91, -0.58], [-3.56, -0.19, 0.63], [2.16, -2.75, 0.79], [3.14, -3.25, 0.78], [1.94, -2.33, 1.78], [1.39, -3.47, 0.51], [3.44, -0.26, 0.21], [3.01, 0.28, 1.07], [4.33, -0.82, 0.51], [3.70, 0.48, -0.56], [-0.89, -1.76, 2.10], [-0.56, -0.61, 2.46], [-0.17, 0.31, 1.51], [0.25, 1.85, 2.12], [1.61, 2.12, 1.73], [-0.78, 2.82, 1.85], [0.09, 1.24, 3.79], [0.25, 1.98, 4.96], [0.01, 1.34, 6.19], [-0.44, 0.01, 6.22], [-0.68, -0.68, 5.04], [-0.41, -0.05, 3.82], [0.54, 3.02, 4.89], [0.17, 1.88, 7.12], [-0.61, -0.47, 7.18], [-1.06, -1.70, 5.03]],
  "spin_multiplicity": 4,
  "s2": 4.17,
  "total_charge": 2,
  "total_energy_ha": -3312.55414,
  "e_lumo_ev": [-9.640, -8.426]
}



No. 2
{
  "formula": "C35H50N3O5SiY",
  "method": "ωB97M-V/def2-TZVPD",
  "elements": ["Y", "O", "C", "C", "C", "C", "C", "C", "C", "N", "N", "C", "O", "C", "C", "C", "C", "C", "C", "H", "H", "H", "H", "H", "H", "H", "H", "H", "H", "C", "O", "C", "C", "O", "C", "C", "O", "C", "H", "H", "H", "H", "H", "H", "H", "H", "H", "H", "H", "H", "H", "H", "C", "Si", "C", "C", "H", "H", "H", "H", "H", "H", "H", "H", "H", "C", "C", "C", "C", "C", "C", "C", "C", "C", "C", "C", "C", "N", "H", "H", "H", "H", "H", "H", "H", "H", "H", "H", "H", "H", "H", "H", "H", "H", "H"],
  "coordinates": [[-0.22, 0.39, 0.01], [-1.13, 2.05, -1.44], [-0.96, 2.42, -2.66], [-0.92, 3.80, -2.99], [-0.72, 4.23, -4.28], [-0.57, 3.31, -5.34], [-0.65, 1.97, -5.04], [-0.83, 1.50, -3.74], [-1.00, 0.07, -3.54], [-0.97, -0.52, -2.40], [-1.36, -1.86, -2.46], [-1.72, -2.27, -1.26], [-1.68, -1.61, -0.17], [-2.23, -3.69, -1.22], [-2.86, -4.16, -0.07], [-3.35, -5.46, -0.01], [-3.21, -6.30, -1.10], [-2.58, -5.84, -2.25], [-2.10, -4.54, -2.31], [-1.02, 4.50, -2.18], [-0.67, 5.29, -4.49], [-0.41, 3.65, -6.35], [-0.56, 1.23, -5.84], [-1.23, -0.53, -4.42], [-2.96, -3.48, 0.76], [-3.84, -5.80, 0.89], [-3.59, -7.32, -1.05], [-2.47, -6.50, -3.11], [-1.62, -4.16, -3.20], [-4.28, 0.50, -0.05], [-4.22, 0.36, 1.35], [-3.74, -0.92, 1.73], [-2.90, -0.82, 3.00], [-1.56, -0.88, 2.63], [-0.66, -1.81, 3.21], [-0.21, -2.80, 2.17], [0.59, -2.10, 1.27], [1.27, -2.88, 0.31], [-4.94, -0.25, -0.50], [-4.67, 1.50, -0.26], [-3.29, 0.41, -0.50], [-4.59, -1.60, 1.88], [-3.09, -1.33, 0.94], [-3.12, 0.14, 3.49], [-3.16, -1.63, 3.69], [0.21, -1.25, 3.57], [-1.10, -2.36, 4.05], [0.36, -3.60, 2.67], [-1.06, -3.25, 1.64], [1.80, -3.70, 0.80], [0.57, -3.29, -0.43], [1.97, -2.21, -0.18], [0.22, 3.86, 1.52], [-1.00, 2.41, 1.83], [-2.65, 3.38, 1.66], [-0.96, 2.16, 3.75], [0.09, 4.64, 2.28], [0.01, 4.29, 0.54], [1.26, 3.55, 1.52], [-2.59, 4.31, 2.24], [-3.50, 2.80, 2.04], [-2.85, 3.63, 0.62], [-0.58, 3.05, 4.25], [-0.35, 1.31, 4.05], [-1.98, 1.98, 4.11], [3.09, -0.85, 2.98], [3.59, 0.57, 2.73], [2.55, 1.59, 3.15], [4.08, 0.77, 1.31], [5.43, 1.08, 1.17], [6.04, 1.27, -0.06], [5.23, 1.16, -1.18], [3.88, 0.87, -1.11], [3.11, 0.85, -2.42], [2.16, 2.03, -2.55], [2.43, -0.48, -2.72], [3.21, 0.66, 0.16], [1.91, 0.39, 0.22], [2.81, -0.98, 4.03], [3.86, -1.58, 2.74], [2.23, -1.05, 2.34], [4.47, 0.71, 3.37], [1.67, 1.50, 2.52], [2.93, 2.61, 3.05], [2.24, 1.44, 4.20], [6.02, 1.15, 2.08], [7.10, 1.51, -0.14], [5.66, 1.31, -2.17], [3.87, 0.98, -3.20], [1.39, 2.00, -1.77], [1.66, 2.05, -3.52], [2.71, 2.97, -2.42], [1.64, -0.70, -2.00], [3.16, -1.30, -2.68], [1.99, -0.47, -3.72]],
  "relative_energy_kj_mol": 67.7,
  "total_charge": -2,
  "total_energy_ha": -2232.02926,
  "e_lumo_ev": 4.217
}



No. 3
{
  "formula": "C2H6N3",
  "method": "ωB97M-V/def2-TZVPD",
  "elements": ["C", "N", "N", "N", "C", "H", "H", "H", "H", "H", "H"],
  "coordinates": [[1.07, 2.17, 0.33], [0.37, 1.03, -0.15], [-0.20, 0.08, 0.05], [-0.89, -0.83, 0.12], [-0.96, -2.22, -0.23], [1.49, 2.61, -0.62], [1.77, 2.03, 1.05], [0.36, 3.02, 0.73], [-0.86, -2.83, 0.61], [-0.23, -2.67, -1.03], [-1.92, -2.37, -0.84]],
  "smiles": "CN=[N+]=NC",
  "relative_energy_kj_mol": 483.5,
  "total_charge": 1,
  "total_energy_ha": -243.65079,
  "e_lumo_ev": -4.733
}



No. 4
{
  "formula": "C5H26NO8",
  "method": "ωB97M-V/def2-TZVPD",
  "elements": ["C", "N", "C", "C", "C", "C", "O", "H", "H", "H", "H", "H", "H", "H", "H", "H", "H", "H", "H", "H", "H", "O", "H", "H", "O", "H", "H", "O", "H", "H", "O", "H", "H", "O", "H", "H", "O", "H", "H", "O"],
  "coordinates": [[0.24, -2.19, -0.49], [0.66, -1.21, 0.51], [0.75, 0.42, -2.30], [-0.15, 0.71, -1.10], [0.53, 0.27, 0.22], [-0.30, 0.78, 1.43], [-1.50, 0.08, 1.56], [-0.47, -1.77, -1.26], [-0.36, -2.99, -0.09], [1.03, -2.56, -1.12], [0.12, -1.41, 1.35], [1.82, 0.48, -2.08], [0.68, -0.61, -2.66], [0.59, 1.17, -3.06], [-0.57, 1.71, -1.01], [-1.10, 0.16, -1.17], [1.57, 0.57, 0.43], [0.23, 0.46, 2.36], [-0.56, 1.85, 1.37], [4.13, -0.52, -0.20], [3.43, -0.57, -1.52], [4.16, -0.11, -1.08], [3.27, 2.34, -0.82], [2.04, 2.84, -1.32], [2.79, 3.18, -0.80], [-2.95, 2.47, 0.65], [-2.78, 1.06, 1.37], [-3.36, 1.90, 1.31], [3.62, -0.36, 2.36], [2.70, -0.65, 1.22], [3.56, -0.21, 1.41], [-2.53, -0.43, 0.79], [-4.08, -0.27, 0.27], [-3.33, -0.89, 0.22], [-3.24, 0.35, -2.40], [-3.23, -0.77, -1.40], [-3.24, -0.62, -2.40], [-0.72, -1.27, 3.32], [-1.96, -1.51, 2.66], [-1.48, -1.85, 3.46]],
  "relative_energy_kj_mol": 200.5,
  "total_charge": -1,
  "total_energy_ha": -862.79270,
  "e_lumo_ev": 2.865
}